Entry 1
This record from OMol25 describes a structure of composition C28H27N5O2Ti. The level of theory is ωB97M-V with the def2-TZVPD basis set.

```
63
Properties=species:S:1:pos:R:3:lowdin_spin:R:1
Ti 0.41956 -0.41702 0.05419 1.019
O 4.13933 1.04564 0.55259 -0.001
C 3.20477 0.29001 0.39897 0.001
N 2.05416 0.34426 1.08027 -0.004
C 1.83372 1.61527 1.67010 0.001
C 1.47279 2.64549 0.56198 0.003
C 1.61757 4.01199 0.68888 0.000
C 1.32812 4.90504 -0.34553 0.002
C 0.90182 4.33669 -1.52349 0.000
C 0.74428 2.96099 -1.56761 0.003
N 0.99288 2.06578 -0.57596 0.005
C 3.28984 -0.75828 -0.66172 0.010
C 4.52893 -1.15148 -1.12980 -0.002
C 4.61408 -2.11969 -2.13493 0.011
C 3.39793 -2.65742 -2.53942 -0.002
C 2.20154 -2.21850 -1.93513 0.013
N 2.12657 -1.26334 -0.98219 0.009
H 0.95949 1.52452 2.34429 0.000
H 2.70949 2.00557 2.14892 0.000
H 2.02194 4.43261 1.60591 0.000
H 1.45556 5.99899 -0.25048 0.000
H 0.61372 4.94434 -2.40695 0.000
H 0.31926 2.53469 -2.44596 0.000
H 5.37096 -0.66152 -0.63714 0.000
H 5.55648 -2.52820 -2.49065 0.001
H 3.31310 -3.36869 -3.35348 0.000
H 1.23871 -2.66915 -2.18738 0.001
C -3.53151 1.92694 -2.55679 0.024
C -4.07882 0.93710 -1.77025 0.000
C -3.33147 -0.12014 -1.31122 0.023
C -1.95641 -0.25319 -1.69106 0.009
C -1.45095 0.66321 -2.56652 0.025
C -2.18244 1.79951 -2.91627 -0.003
N -1.11609 -1.20370 -1.12186 0.161
N -1.75101 -2.33681 -0.76708 0.445
C -0.92411 -3.10642 0.08448 0.017
C -1.24306 -4.47502 0.34623 0.052
C -0.44536 -5.26747 1.13749 0.004
C 0.69274 -4.69629 1.71846 0.068
C 0.89329 -3.35264 1.54226 0.001
C 0.17421 -2.48688 0.70930 0.058
H -4.13860 2.77056 -2.93189 0.002
H -5.08067 1.01075 -1.34244 0.000
H -3.80276 -0.77655 -0.63228 0.002
H -0.41913 0.62436 -2.92462 0.003
H -1.79876 2.61210 -3.55156 -0.001
H -2.13094 -4.98494 -0.05980 0.002
H -0.76657 -6.31338 1.30270 -0.001
H 1.42009 -5.35385 2.20090 0.004
H 1.81790 -2.97762 1.98330 -0.002
C -2.43098 1.62561 2.88240 0.000
C -2.86450 0.15394 2.96902 0.001
C -1.72625 -0.60453 2.28151 0.007
O -1.09638 0.37603 1.44032 0.023
C -1.54161 1.69277 1.64918 0.003
H -1.83868 1.94127 3.74551 0.000
H -3.24623 2.33423 2.70059 0.000
H -3.84634 -0.00101 2.54155 0.000
H -2.98490 -0.15111 3.99022 0.000
H -2.12615 -1.30941 1.59039 0.002
H -0.96730 -0.94044 2.93542 0.002
H -1.93670 2.05218 0.67170 0.000
H -0.67009 2.34222 1.78244 0.000
```

**<S²>**: 2.019
**Gap between HOMO and LUMO (alpha / beta)**: 6.28 / 7.80 eV
**Multiplicity**: 3
**Net charge**: 0

Entry 2
This record from OMol25 describes a structure of composition C28H27N5O2Ti. The level of theory is ωB97M-V with the def2-TZVPD basis set.

```
63
Properties=species:S:1:pos:R:3:lowdin_spin:R:1
Ti 11.44994 8.05867 12.87590 1.005
O 11.50214 12.18418 12.80124 0.020
C 11.83294 11.00651 12.94888 0.007
N 11.06934 9.97716 13.38115 0.003
C 9.88571 10.21338 14.16685 0.004
C 10.03357 9.25997 15.33100 0.007
C 9.32267 9.43391 16.54933 -0.002
C 9.54958 8.52524 17.60881 0.006
C 10.55112 7.55401 17.44408 -0.001
C 11.12594 7.37022 16.17512 0.008
N 10.83699 8.18820 15.14396 0.008
C 13.14390 10.56212 12.39748 0.012
C 13.99493 11.48066 11.75492 -0.002
C 15.18985 11.07148 11.18769 0.011
C 15.54407 9.72925 11.38206 -0.002
C 14.69924 8.89135 12.06260 0.008
N 13.46160 9.26316 12.43101 0.010
H 8.99761 9.88186 13.59074 0.001
H 9.81987 11.26543 14.56891 0.000
H 8.70314 10.25362 16.76319 0.000
H 9.12303 8.66251 18.58120 0.000
H 10.84889 6.84588 18.24784 0.000
H 11.78062 6.55494 15.97407 0.000
H 13.67233 12.48630 11.74093 0.000
H 15.78894 11.78788 10.60318 0.001
H 16.56410 9.45121 11.10344 0.000
H 14.92309 7.85388 12.24140 0.000
C 12.54171 11.12979 8.45281 0.008
C 13.25464 9.99181 8.72812 0.001
C 12.69046 9.01549 9.58302 0.012
C 11.39137 9.07940 10.07246 0.017
C 10.68057 10.26282 9.80600 0.010
C 11.25755 11.21702 8.97251 0.001
N 10.85713 8.14204 10.96167 0.188
N 9.73579 7.58419 10.47263 0.413
C 9.08606 6.89603 11.49266 0.013
C 7.90314 6.24140 11.13257 0.055
C 7.13579 5.65558 12.09107 -0.003
C 7.51216 5.76023 13.44177 0.078
C 8.67436 6.47696 13.77547 -0.004
C 9.52584 7.08452 12.83673 0.074
H 12.88394 11.91268 7.79695 0.001
H 14.25744 9.89344 8.36075 0.000
H 13.12697 8.05599 9.70076 0.001
H 9.63160 10.28564 10.10264 0.000
H 10.73724 12.16742 8.71019 0.000
H 7.67945 6.22728 10.07556 0.001
H 6.18453 5.17643 11.86683 -0.002
H 6.90456 5.37946 14.20470 0.006
H 8.96201 6.36235 14.84417 -0.002
C 12.06552 4.74884 11.01276 0.000
C 11.52469 4.06221 12.29563 0.001
C 11.85877 5.00349 13.46758 0.002
O 12.52011 6.14176 12.83400 0.011
C 13.04184 5.74549 11.52040 0.007
H 11.22653 5.25873 10.54725 0.001
H 12.49649 4.07947 10.21260 0.000
H 11.90382 3.04861 12.54142 0.000
H 10.45243 3.92266 12.15140 0.000
H 12.54340 4.59899 14.27107 0.000
H 10.90563 5.33416 13.89084 0.001
H 14.09513 5.40869 11.64165 0.000
H 12.96226 6.66539 10.95545 0.004
```

**<S²>**: 2.024
**Gap between HOMO and LUMO (alpha / beta)**: 6.31 / 7.92 eV
**Multiplicity**: 3
**Net charge**: 0

Relative energy table, unit hartree: entry 1 0.0000; entry 2 0.0030

Entry 1
This record from OMol25 describes the ion C3H6N3 with charge +1. The level of theory is ωB97M-V with the def2-TZVPD basis set.

```
12
Properties=species:S:1:pos:R:3:lowdin_charge:R:1
C 1.52695 -0.25757 0.05415 0.040
N 0.09374 -0.20538 -0.03584 -0.058
C -0.82679 -1.10436 -0.17832 -0.003
N -2.02373 -0.54369 0.02834 0.061
N -2.01480 0.68570 0.15415 0.155
C -0.58091 1.10003 0.08848 -0.040
H 2.02288 -0.73853 -0.81185 0.129
H 1.65027 -0.90898 1.04434 0.177
H 1.75649 0.74838 0.13253 0.071
H -0.86718 -2.17918 -0.39685 0.182
H -0.56430 1.63202 -0.82120 0.156
H -0.17261 1.77156 0.74207 0.128
```

**SMILES string**: C[N+]1=CN=NC1
**Gap between HOMO and LUMO**: 8.91 eV
**Net charge**: +1

Entry 2
This record from OMol25 describes the ion C3H6N3 with charge +1. The level of theory is ωB97M-V with the def2-TZVPD basis set.

```
12
Properties=species:S:1:pos:R:3:lowdin_charge:R:1
H 3.71820 0.41398 1.07142 0.171
N 3.64500 0.30114 -0.03807 0.198
N 2.56185 -0.05615 -0.37241 0.015
C 1.34935 -0.56151 -0.03083 -0.034
N 0.23887 0.13906 0.15068 0.053
C -1.02476 -0.36994 0.01178 -0.213
C -2.04986 0.36626 -0.26839 0.085
H 1.32268 -1.67344 -0.11491 0.185
H 0.27078 1.19026 0.34556 0.219
H -1.12236 -1.47813 0.32642 0.169
H -2.92234 -0.12532 -0.21698 0.042
H -1.91996 1.39709 -0.65675 0.111
```

**SMILES string**: [H]/N=N\C=[NH+]\C=C
**Gap between HOMO and LUMO**: 8.97 eV
**Net charge**: +1

Entry 3
This record from OMol25 describes a structure of composition C3H6N3. The level of theory is ωB97M-V with the def2-TZVPD basis set.

```
12
Properties=species:S:1:pos:R:3:lowdin_charge:R:1
C 0.62426 -2.16811 0.20695 0.056
C -0.16504 -1.16936 0.29048 0.046
C -0.65879 1.25257 -0.13498 -0.168
N -1.02159 3.54265 0.21538 0.226
N -0.74169 2.52447 -0.33291 0.022
N 0.49586 0.56933 -0.01272 0.128
H 0.16319 -3.20681 0.48944 0.150
H 1.63132 -2.11277 -0.02390 0.065
H -1.10197 -0.81984 0.54095 0.050
H -1.54696 0.60733 -0.39922 0.165
H -0.86083 4.36971 -0.40901 0.137
H 1.22126 1.01485 0.52798 0.123
```

**Gap between HOMO and LUMO**: 9.28 eV
**Net charge**: +1

Entry 4
This record from OMol25 describes a cluster of 2 separate species, C3H6N3 in total. The level of theory is ωB97M-V with the def2-TZVPD basis set.

```
12
Properties=species:S:1:pos:R:3:lowdin_charge:R:1
C -2.34638 -0.95239 -0.10513 0.106
C 1.57771 -0.99024 -0.10700 -0.007
C -0.06829 0.97181 -0.15276 -0.257
N -1.89242 0.03464 0.29701 0.109
N 0.77705 0.21103 -0.35674 0.178
N -0.56408 2.13744 -0.16227 0.213
H -2.68628 -1.94914 -0.23281 0.090
H 1.17905 -1.95680 -0.41532 0.096
H 1.68185 -1.09335 0.94374 0.078
H 2.63147 -0.89459 -0.53184 0.127
H -1.55100 2.23362 0.02708 0.129
H 0.04624 2.85500 0.12067 0.138
```

**Gap between HOMO and LUMO**: 11.55 eV
**Net charge**: +1

Relative energy table, unit hartree: entry 1 0.0379; entry 2 0.0636; entry 3 0.1114; entry 4 0.0000

Entry 1
This record from OMol25 describes the ion C3H6N3 with charge +1. The level of theory is ωB97M-V with the def2-TZVPD basis set.

```
12
Properties=species:S:1:pos:R:3:lowdin_charge:R:1
C -0.57289 -0.66723 1.90082 0.091
C 1.07224 0.55267 -1.39585 -0.176
C 0.33273 -0.60099 0.76432 -0.130
N -1.30283 -0.80505 2.78662 0.400
N 0.10725 0.20211 -0.44438 -0.075
N 0.57403 1.13629 -2.44442 0.063
H 1.31947 -0.30711 1.16455 0.159
H 0.41363 -1.67631 0.49058 0.163
H -1.85354 -0.97385 3.60461 0.163
H -0.87914 0.35417 -0.67386 0.126
H 1.20774 1.45455 -3.16165 0.104
H -0.41870 1.33076 -2.59133 0.113
```

**Gap between HOMO and LUMO**: 7.35 eV
**Net charge**: +1

Entry 2
This record from OMol25 describes the ion C3H6N3 with charge +1. The level of theory is ωB97M-V with the def2-TZVPD basis set.

```
12
Properties=species:S:1:pos:R:3:lowdin_charge:R:1
C -1.24934 0.39243 0.03338 0.044
N 0.18727 0.17762 0.05729 -0.061
C 1.05335 0.31953 1.11942 0.028
C 2.27125 0.09727 0.61684 -0.045
N 2.20967 -0.20263 -0.72340 0.159
N 0.99274 -0.12646 -0.97405 0.048
H -1.63224 1.02137 -0.75261 0.108
H -1.85254 -0.49839 0.06374 0.106
H -1.43945 0.92137 0.96096 0.108
H 0.67817 0.42284 2.15604 0.169
H 3.22084 0.39043 1.03172 0.132
H 0.70134 -0.17126 -1.93042 0.205
```

**SMILES string**: C[n+]1ccn[nH]1
**Gap between HOMO and LUMO**: 11.43 eV
**Net charge**: +1

Relative energy table, unit hartree: entry 1 0.0546; entry 2 0.0000

Entry 1
This record from OMol25 describes an isolated molecule of C4H12N2. The level of theory is ωB97M-V with the def2-TZVPD basis set.

```
18
Properties=species:S:1:pos:R:3:lowdin_charge:R:1
C 2.04878 -0.48883 1.12579 -0.092
C 0.58974 -0.44624 0.74618 -0.451
N -0.09082 0.41206 1.78968 0.011
C 0.24378 0.19393 -0.56284 -0.195
C -1.04528 -0.39912 -1.21337 -0.279
N -1.74515 0.64022 -1.95133 -0.016
H 2.65913 0.30350 0.65141 0.083
H 2.25755 -0.59671 2.19452 0.069
H 2.52997 -1.40137 0.72998 0.072
H 0.07228 -1.43199 0.76385 0.134
H 0.09212 0.28301 2.77496 0.057
H 0.11413 1.37636 1.56467 0.054
H 1.06586 0.32282 -1.28323 0.117
H -0.10170 1.22019 -0.36731 0.096
H -0.78504 -1.31054 -1.75409 0.109
H -1.70328 -0.67928 -0.35936 0.111
H -2.54435 1.06803 -1.51522 0.066
H -1.92887 0.33473 -2.89295 0.056
```

**SMILES string**: C[C@@H](N)CCN
**Gap between HOMO and LUMO**: 10.04 eV
**Net charge**: 0

Entry 2
This record from OMol25 describes an isolated molecule of C4H12N2. The level of theory is ωB97M-V with the def2-TZVPD basis set.

```
18
Properties=species:S:1:pos:R:3:lowdin_charge:R:1
C -1.17201 -0.92074 -0.70233 -0.082
C -0.61623 0.41526 -0.19033 -0.438
C -1.26129 0.76685 1.15670 -0.078
N 0.86225 0.49737 -0.09675 -0.257
C 1.47043 -0.56476 0.71106 -0.104
N 1.44102 0.46219 -1.42867 0.014
H -0.72958 -1.20003 -1.66401 0.068
H -0.99661 -1.73664 0.00648 0.069
H -2.25491 -0.84592 -0.85292 0.076
H -0.94327 1.19757 -0.88976 0.129
H -1.14441 -0.03706 1.89105 0.069
H -2.33529 0.94256 1.02857 0.077
H -0.82783 1.68119 1.57663 0.078
H 1.30940 -1.56492 0.29428 0.074
H 1.09255 -0.54708 1.73797 0.078
H 2.55337 -0.40671 0.78516 0.078
H 1.09920 1.25075 -1.98413 0.075
H 2.45319 0.61019 -1.37903 0.073
```

**SMILES string**: CC(C)N(C)N
**Gap between HOMO and LUMO**: 8.82 eV
**Net charge**: 0

Relative energy table, unit hartree: entry 1 0.0000; entry 2 0.0165